Entry 1:
ORCA calculation (wB97M-V/def2-TZVPD) on C11H26N4Se2V as an isolated structure.

The geometry in XYZ format:
```
44
C11H26N4Se2V wB97M-V/def2-TZVPD
Se -0.08326 -1.45490 1.62709
Se 0.57777 -1.58847 -1.71446
V -0.30187 0.23890 -0.12939
N 1.46564 1.25299 0.07746
N -1.46906 0.70117 -1.57891
N -2.43716 1.41461 -3.40122
N -1.12697 1.52933 1.34410
C -0.34323 1.83375 2.55108
C -1.25705 1.20627 -2.80337
C 1.22521 -2.92889 -0.43268
C -3.43966 1.02364 -2.56253
C -1.00235 -2.47685 -2.40949
C -2.83203 0.57825 -1.42874
C -1.51896 -2.01197 2.80190
C 0.27370 -3.15769 0.72552
C 0.98569 2.48144 2.18158
C 0.04755 1.50111 -3.43820
C 1.93324 1.53838 1.44651
H -0.68184 -3.58734 0.40832
H 1.36066 2.15924 -0.40335
H -1.78122 -1.20491 3.48802
H 1.39701 -3.85432 -0.99084
H 2.92557 2.00383 1.41371
H 0.02696 1.19329 -4.48327
H -1.14928 -2.85099 3.39798
H -2.05491 1.20496 1.63296
H 1.46481 2.80372 3.10792
H 0.24230 2.57683 -3.43580
H 0.87253 0.98313 -2.94314
H 0.72506 -3.83166 1.46467
H -3.28764 0.17220 -0.53569
H 2.21922 0.75796 -0.41700
H -0.17486 0.90163 3.11139
H -2.39077 -2.32628 2.22526
H -0.88802 2.51853 3.21184
H -1.16118 -2.13697 -3.43346
H -1.28468 2.41958 0.85680
H -1.88613 -2.24605 -1.81252
H -0.82094 -3.55118 -2.43309
H 0.80614 3.38346 1.58618
H 2.02712 0.58876 1.99466
H 2.20035 -2.57105 -0.08189
H -2.57971 1.81524 -4.32174
H -4.47909 1.09884 -2.81988
```

Results
HOMO (alpha / beta) (eV): -19.044 / -19.118
Lowest unoccupied orbital energy (alpha / beta) (eV): -11.440 / -10.520
Net charge: +3
Kohn-Sham gap (alpha / beta) (eV): 7.6 / 8.6
Spin multiplicity: 3
Energy above the lowest of the compared OMol25 structures with the same formula, charge and spin (eV): 0.000


Entry 2:
ORCA calculation (wB97M-V/def2-TZVPD) on C11H26N6O7Pb as an isolated structure.

The geometry in XYZ format:
```
51
C11H26N6O7Pb wB97M-V/def2-TZVPD
Pb -0.50791 0.22228 -0.10610
O 1.51164 -0.21471 -2.67300
O -4.76144 0.25826 1.64428
O -1.23590 0.22557 2.83214
O 1.44352 -0.72526 0.67776
O -2.33668 -2.16282 0.89870
O 1.68341 2.20144 -1.12487
O -3.78129 3.71356 0.77249
N 0.87698 1.96016 -0.12942
N 2.18980 -2.44284 1.88757
N -1.32177 -1.78832 -0.05117
N 3.61779 -1.31382 0.39762
N -0.76872 0.96393 1.90265
N 0.52858 -0.80831 -1.85739
C 3.95351 -0.41409 -0.69659
C 0.19881 -2.10072 -1.92921
C 0.83843 4.21219 0.64326
C -1.05953 3.01318 3.00977
C -1.29298 -4.02027 -0.99638
C 2.39622 -1.48961 0.93384
C -1.76374 1.13451 -1.70370
C 0.41497 2.81890 0.82527
C -0.83975 -2.61860 -0.98652
C -0.44745 2.29216 1.88975
C 0.81075 -2.97897 -2.95018
H -0.87473 1.62540 -2.15343
H 4.18879 -0.98978 -1.60390
H -1.87357 0.07409 -2.01779
H 1.74692 -2.52154 -3.28521
H 0.09058 -3.03152 -3.77587
H 0.42869 4.79876 1.46016
H 2.91623 -3.07216 2.21273
H 1.22718 -2.53174 2.17980
H -2.67241 -1.30797 1.28030
H -4.83264 1.23859 1.66453
H 1.59024 0.71812 -2.28217
H 0.48085 4.56240 -0.33520
H 1.93476 4.19920 0.64496
H 4.32911 -1.95771 0.72287
H -3.38070 3.49561 -0.09419
H -0.77945 4.05603 2.93011
H -2.24418 -4.08103 -0.45839
H -0.53031 -4.63089 -0.49811
H -1.39568 -4.30169 -2.04536
H 4.86259 0.12940 -0.41955
H -0.66595 2.54311 3.91917
H 0.96358 -3.96301 -2.49805
H -4.18989 0.07649 0.87827
H -2.14809 2.88158 2.95577
H 3.17337 0.32430 -0.92678
H -2.69254 1.72815 -1.56521
```

Results
HOMO (alpha / beta) (eV): -5.217 / -5.216
Lowest unoccupied orbital energy (alpha / beta) (eV): -2.552 / -2.552
Kohn-Sham gap (alpha / beta) (eV): 2.7 / 2.7
Energy above the lowest of the compared OMol25 structures with the same formula, charge and spin (eV): 2.938


Entry 3:
ORCA calculation (wB97M-V/def2-TZVPD) on C11H27B3BrCl2CsILi2N3O10P as an isolated structure.

The geometry in XYZ format:
```
62
C11H27B3BrCl2CsILi2N3O10P wB97M-V/def2-TZVPD
Cs 1.78550 -3.56127 -4.56903
I -0.74841 -4.38332 -3.40858
Br 0.52165 -3.09050 4.56695
Cl -6.66252 0.63437 3.10600
Cl -5.00184 1.06576 4.09997
P 4.01344 -0.26575 2.70568
O -6.17210 0.12792 -5.95758
O -5.54574 1.27198 -4.23683
O -3.24092 -2.85818 -2.29701
O -3.31802 -0.49108 -2.63009
O -7.64197 0.83085 -4.53610
O -2.42955 -1.99714 -4.30598
O 5.06823 -0.58077 1.51324
O 2.99940 -1.45586 2.50663
O 3.33921 1.01313 2.44850
O 4.73650 -0.94144 3.95365
N -2.09998 2.81992 -5.11960
N -6.46885 0.74047 -4.91476
N -2.95474 -1.42259 -0.33742
C -3.35903 -0.52007 0.47869
C 5.30915 -0.21642 5.05297
C -2.65230 1.47623 -4.90008
C -1.64084 0.49193 -4.25216
C 5.93333 0.44997 1.05937
C 1.34609 -1.25341 0.74797
C -4.80704 -0.20052 0.65135
C 1.60031 -1.24662 2.23877
C 7.11910 0.65863 1.98510
C -2.38360 0.21938 1.34168
C 4.55221 1.04610 5.41194
B -2.48136 -0.70808 -3.72408
B -3.19544 -1.54653 -1.68251
B -2.36197 -2.91294 -3.29845
Li -3.08121 1.94481 -2.51947
Li -1.09789 3.53557 -1.30332
H 0.32051 -0.96526 0.52981
H 2.02104 -0.57965 0.21006
H 4.58773 1.77788 4.60245
H 6.28653 0.14092 0.07384
H -1.71364 0.82409 0.73093
H -1.84123 -0.51903 1.93469
H 1.25127 -0.32013 2.69538
H -1.15731 0.94477 -3.37688
H -2.97878 1.08660 -5.86079
H 7.84568 1.33701 1.53477
H -5.04441 0.73337 0.13317
H 1.50967 -2.25990 0.34812
H 5.30069 -0.90221 5.89927
H 5.37770 1.38312 0.93377
H -3.55070 1.53912 -4.28026
H -0.91763 0.16649 -5.00269
H 4.98877 1.50724 6.29884
H -5.02699 -0.01249 1.70624
H -1.11584 2.75317 -5.35349
H 1.05256 -2.07027 2.75624
H -2.91131 0.85729 2.04875
H 3.50433 0.81999 5.61137
H 7.60763 -0.29218 2.20154
H -5.44379 -1.02863 0.35055
H 6.35776 0.00635 4.83339
H -2.13449 3.37938 -4.27063
H 6.79886 1.09590 2.93362
```

Results
HOMO (eV): -2.671
Lowest unoccupied orbital energy (eV): -0.290
Net charge: -1
Kohn-Sham gap (eV): 2.4


Entry 4:
ORCA calculation (wB97M-V/def2-TZVPD) on a 3-piece molecular cluster, C11H27BFO10P2S2 overall.

The geometry in XYZ format:
```
54
C11H27BFO10P2S2 wB97M-V/def2-TZVPD
S 3.03872 -1.24918 -2.07618
S 2.57191 -1.34795 1.86173
P -0.76801 1.73919 1.24740
P -1.92929 1.65220 -0.58912
F -4.57729 2.29408 -0.28477
O 2.39602 -0.50312 -1.03575
O 3.07827 -0.43100 0.88437
O 2.75715 -0.68008 3.33131
O 3.74792 -0.20427 -3.09568
O 1.25978 -1.91905 1.78175
O 3.95937 -2.31245 -1.80893
O 3.64494 -2.54907 2.03863
O 1.90526 -1.80542 -3.09884
O -3.69383 -0.61617 0.11435
O -2.75520 -0.65729 -2.16852
C -3.07953 4.00281 0.79777
C -3.66463 3.50500 2.20189
C 3.32087 -0.48993 -4.42856
C 4.46603 -2.27930 3.17671
C -1.05344 0.25023 2.37520
C -3.15283 -3.16657 -2.28789
C -3.30884 2.99520 -0.42392
C 1.05811 2.10043 0.94500
C -2.10696 -1.96496 -2.05031
C 3.56231 -1.53417 4.14698
C 1.89849 -1.00933 -4.28459
B -2.85955 -0.00623 -0.88276
H -2.97799 2.77685 2.76619
H 1.58882 -1.60685 -5.14262
H -1.82405 0.57669 3.17189
H -0.09375 0.00175 2.95775
H -1.43380 -0.69030 1.85782
H -1.12221 1.89722 -1.75214
H 3.37666 0.40357 -5.05015
H -1.97953 4.34599 0.87841
H -4.05222 -2.84668 -2.92870
H 3.98217 -1.25901 -4.83780
H 4.12852 -0.94711 4.87060
H -1.29675 -2.00866 -2.85616
H 2.89936 -2.22310 4.67762
H -3.47295 -3.54983 -1.25598
H -1.58121 -1.99792 -1.03844
H 1.71362 1.17223 0.81575
H 4.85481 -3.20563 3.59891
H -2.61185 -3.97607 -2.89457
H -3.35622 3.51378 -1.44929
H -3.74726 4.43221 2.88393
H 5.29964 -1.65074 2.85055
H 1.23168 2.86284 0.09592
H 1.19078 -0.18774 -4.13963
H -3.53314 -0.20794 0.99240
H 1.44102 2.63572 1.89632
H -3.66290 4.96452 0.52955
H -4.67703 2.96064 2.11459
```

Results
HOMO (eV): -11.867
Lowest unoccupied orbital energy (eV): -3.367
Net charge: +1
Kohn-Sham gap (eV): 8.5


Number 1: F_max 1.434 eV/Å. Number 2: F_max 4.360 eV/Å. Number 3: F_max 4.015 eV/Å. Number 4: F_max 4.606 eV/Å.